# 1
Formula: C24H31N3O3
Source: the Open Molecules 2025 dataset
Level of theory: wB97M-V/def2-TZVPD

Geometry as XYZ:
```
61
Properties=species:S:1:pos:R:3:forces:R:3
O 4.34788 -0.57020 -2.60862 0.2 0.2 -0.2
O 4.97078 0.33188 0.70234 -0.1 0.1 0.2
O -5.14241 -1.05853 0.88867 0.3 0.4 -0.3
N 3.42642 -1.63503 -0.85629 -0.2 -0.2 0.0
N -2.71082 -0.10484 0.13522 0.1 0.1 0.3
N -0.29409 -1.29774 1.16016 -0.1 -0.1 0.1
C 5.42636 -0.22054 -0.51295 0.2 0.1 -0.3
C 2.48434 2.82794 -0.38041 -0.1 0.1 0.1
C 2.26204 -2.01785 -1.62871 -0.2 0.3 -0.4
C 1.02044 -1.36133 -1.02634 0.0 -0.4 0.1
C 2.12647 -1.50399 1.21114 0.0 -0.3 -0.2
C 2.56619 2.69285 2.00541 0.0 -0.1 0.0
C -3.82225 1.53667 -1.28963 0.1 -0.2 0.1
C 2.01519 3.23561 0.85446 -0.1 0.1 -0.1
C 3.48471 1.87413 -0.48386 0.3 -0.2 -0.1
C 0.84119 -1.82284 0.43150 0.3 0.2 0.0
C -4.97855 2.12974 -1.76859 -0.2 0.1 -0.1
C -1.47257 0.63922 0.07453 0.2 0.0 0.2
C 4.01990 1.31387 0.66976 -0.1 0.2 0.2
C 3.35850 -2.08425 0.51495 0.1 0.1 0.5
C -6.28184 0.56802 -0.51031 -0.1 -0.2 0.1
C 3.56081 1.74102 1.91752 0.2 -0.1 -0.1
C -0.52697 0.12921 1.17702 0.0 0.2 -0.1
C -2.47435 -1.52401 -0.03453 0.0 -0.4 0.1
C 4.34349 -0.82670 -1.41630 0.3 0.0 0.1
C -1.54943 -2.01119 1.08617 -0.1 0.0 -0.2
C -3.86336 0.45674 -0.41235 -0.2 0.0 0.0
C -5.13332 -0.02072 -0.01108 0.0 -0.1 0.0
C -6.37591 -1.49935 1.39473 -0.2 -0.1 0.1
C -6.20955 1.64235 -1.38601 0.1 0.1 -0.1
H 4.25984 -1.80336 1.05587 0.0 -0.1 -0.1
H -2.01557 -1.72240 -1.01902 0.0 0.0 0.0
H 1.22971 3.97258 0.92265 -0.1 0.1 0.0
H 0.71824 -2.91385 0.42298 0.0 0.0 0.0
H -3.41957 -2.05879 0.01945 0.1 0.0 -0.1
H -7.25337 0.20807 -0.21040 -0.1 -0.1 0.1
H -0.98932 0.36428 2.14298 0.0 0.1 0.0
H 3.99547 1.30164 2.80181 0.0 -0.1 0.1
H -2.07037 -1.85082 2.03702 -0.1 -0.1 0.0
H -2.86825 1.91912 -1.61681 0.1 0.0 0.0
H 0.42057 0.66476 1.11466 0.0 0.0 0.0
H 2.04635 -1.91435 2.21764 0.0 0.0 0.0
H -6.91835 -0.69240 1.89812 0.0 0.0 0.0
H 1.15059 -0.27788 -1.05753 0.0 0.1 0.0
H 3.82845 1.57822 -1.46132 0.1 -0.1 -0.1
H -6.13347 -2.27543 2.11992 -0.1 0.0 0.0
H -7.00899 -1.92707 0.60942 0.0 0.0 0.0
H -0.99017 0.54847 -0.91208 0.0 0.1 0.0
H 3.28775 -3.17993 0.50096 0.1 0.1 0.0
H 2.06961 3.25124 -1.28338 0.0 0.0 -0.1
H -7.11950 2.08993 -1.75548 -0.1 0.0 0.0
H 2.16315 -3.10880 -1.61259 0.0 0.0 0.0
H -1.35561 -3.07925 0.97316 0.0 0.0 0.0
H -4.90808 2.96586 -2.44809 0.0 0.1 -0.1
H 2.42045 -1.68830 -2.65689 0.0 -0.2 0.1
H -1.67989 1.69372 0.26620 0.0 0.0 -0.1
H 0.14818 -1.62944 -1.62349 0.0 0.1 0.0
H 2.24161 -0.42435 1.29734 0.0 0.0 0.0
H 2.21419 3.00823 2.97613 0.0 0.0 0.1
H 6.14325 -0.99667 -0.22677 -0.1 0.1 -0.1
H 5.95277 0.53120 -1.11509 -0.2 -0.2 0.1
```
Positions in Å, forces in eV/Å.

Summary:
Gap between HOMO and LUMO ... 8.32 eV
Multiplicity ... 1
Highest occupied orbital energy ... -0.2764 Ha
Energy relative to the best compared isomer or geometry (same formula, charge and spin) ... 220.93 kJ/mol
Structure (SMILES) ... COc1ccccc1N1CCN(C2CCN(C(=O)COc3ccccc3)CC2)CC1


# 2
Formula: C24H31N3O5
Source: the Open Molecules 2025 dataset
Level of theory: wB97M-V/def2-TZVPD

Geometry as XYZ:
```
63
Properties=species:S:1:pos:R:3:forces:R:3
O 5.52267 0.66684 -1.64183 0.0 0.1 -0.2
O -5.66449 0.28317 -0.54912 -0.2 -0.1 -0.1
O -5.17546 2.38160 0.06459 0.1 0.3 0.1
O 0.54146 -4.74455 1.40961 -0.2 0.1 0.0
O -1.90784 -3.25980 3.04309 0.1 -0.2 -0.3
N -3.01387 -2.01170 0.29888 0.2 -0.4 0.1
N 5.31027 0.38740 0.58864 0.0 -0.1 0.3
N -0.40757 -3.32611 -1.33160 -0.4 0.1 -0.1
C -0.85803 -3.32070 -0.05777 -0.4 0.3 0.0
C -1.51671 -3.34238 1.90029 -0.3 0.3 0.7
C 1.99609 -2.87077 -1.38844 0.1 -0.1 0.0
C 0.90239 -3.88140 -1.63274 0.3 0.0 0.0
C -6.52386 2.79378 -0.18044 -0.5 0.0 -0.2
C -3.78276 -1.37542 1.34699 -0.2 0.3 0.6
C 4.56842 3.30222 0.80298 0.1 0.1 0.3
C 3.20138 -0.90110 -2.05669 0.1 0.1 0.0
C -3.19671 -1.38485 -0.98852 0.2 0.2 -0.4
C 3.95052 -0.94339 -0.88390 -0.2 -0.2 -0.2
C -4.87300 1.10409 -0.16051 0.5 0.0 0.1
C 3.72158 -1.96979 0.02744 0.1 0.2 -0.1
C 6.25550 1.41550 0.95420 0.2 0.2 0.2
C -3.41421 0.84346 0.17684 0.1 0.1 0.0
C -0.37760 -3.99657 1.15335 0.5 -0.3 0.0
C 4.99680 0.10749 -0.69790 0.0 -0.1 0.2
C 2.74919 -2.92100 -0.22260 -0.1 -0.1 0.0
C 3.92320 4.47408 1.53179 0.0 -0.2 -0.2
C -1.94129 -2.74537 0.61904 0.0 -0.1 -0.4
C 5.58495 2.57993 1.68423 -0.1 -0.1 -0.5
C 2.23061 -1.85114 -2.30411 0.0 -0.1 0.1
C -6.74387 3.12391 -1.64920 0.2 -0.1 0.3
C -2.70251 0.06416 -0.93909 -0.3 -0.1 0.0
C -3.32309 0.07572 1.50797 -0.2 -0.1 -0.1
H -2.28325 0.08117 1.84296 0.0 0.0 0.0
H 3.40455 4.13166 2.42515 -0.1 0.0 0.1
H -7.75467 3.49490 -1.79045 -0.1 0.1 0.0
H -7.20036 1.99263 0.13405 0.1 0.2 0.0
H 1.04717 -4.75230 -0.99317 0.0 0.0 -0.1
H -4.83823 -1.40661 1.06346 0.1 0.0 0.1
H 2.57027 -3.71238 0.49007 0.0 -0.1 0.1
H 1.66025 -1.80999 -3.22228 -0.1 0.0 -0.1
H -6.03756 3.88399 -1.97436 0.0 0.1 -0.1
H 3.79452 2.59777 0.48938 0.0 0.0 -0.1
H -6.60931 2.23164 -2.25580 0.0 0.0 -0.1
H 5.08895 2.20645 2.58461 0.0 0.0 0.1
H 3.20390 4.97521 0.88861 -0.1 0.1 0.0
H 4.31798 -2.05648 0.92415 0.1 0.0 0.1
H 7.03488 0.97785 1.58833 0.0 0.1 -0.1
H 5.06875 3.66063 -0.09842 0.0 -0.1 -0.1
H -3.64018 -1.92155 2.27940 0.0 0.0 -0.1
H -2.67463 -1.95486 -1.75717 -0.1 0.0 0.0
H 0.89752 -4.19617 -2.68024 0.0 0.0 0.1
H -1.62797 0.07546 -0.73643 0.0 0.0 0.0
H 6.35927 3.28207 1.99834 0.0 0.0 0.1
H -0.70601 -2.57801 -1.94346 0.0 -0.1 0.2
H -4.26616 -1.39025 -1.21637 0.2 -0.1 -0.1
H 4.77933 -0.03363 1.33377 0.0 0.0 -0.2
H 3.40437 -0.11381 -2.76702 0.0 0.1 -0.1
H -2.87552 0.54781 -1.90187 0.1 0.0 0.0
H 4.67742 5.19819 1.83185 0.0 0.1 0.1
H 6.70839 1.76173 0.02235 0.0 0.0 0.1
H -2.94087 1.82230 0.29843 -0.1 -0.1 0.0
H -3.92631 0.57320 2.26822 0.0 0.0 0.1
H -6.66862 3.67412 0.44840 0.0 -0.1 0.0
```
Positions in Å, forces in eV/Å.

Summary:
Gap between HOMO and LUMO ... 8.16 eV
Multiplicity ... 1
Highest occupied orbital energy ... -0.2878 Ha
Energy relative to the best compared isomer or geometry (same formula, charge and spin) ... 10.73 kJ/mol
Structure (SMILES) ... CCCCNC(=O)c1ccc(CNc2c(N3CCC(C(=O)OCC)CC3)c(=O)c2=O)cc1